# C37H91N2O10

A cluster of 8 separate species, C37H91N2O10 in total (ωB97M-V/def2-TZVPD, the Open Molecules 2025 dataset).

Geometry as XYZ:
```
140
Properties=species:S:1:pos:R:3:forces:R:3
N 2.83854 1.80061 4.82254 -0.7 0.1 -1.2
C 1.46761 1.11477 4.82432 0.2 -0.5 -0.1
C 1.39818 -0.15039 3.78365 -1.2 0.2 0.8
C -0.17947 -0.36600 3.33366 1.0 -1.6 -0.7
C -0.30212 -0.13888 1.71046 -2.0 0.7 -0.2
C -0.92534 1.35452 1.30540 1.3 -1.7 -0.8
N 0.04742 2.39188 1.81529 -0.2 -0.3 -0.1
C -1.02950 1.31311 -0.32861 -2.0 -0.7 1.3
O -0.17102 2.27247 -1.03873 2.4 -2.1 -0.7
C 1.21886 1.80264 -1.15780 0.6 1.1 1.7
O 1.64823 1.47757 -2.53073 1.2 0.4 0.6
C 3.06087 1.85224 -2.76630 0.3 -0.2 0.3
C 4.10384 1.22510 -1.63091 0.1 1.2 -0.5
O 3.98965 -0.23866 -1.50766 -1.1 1.1 -0.9
H 3.54052 1.16752 4.37676 -0.9 0.7 0.4
H 2.76125 2.62747 4.17790 0.2 -1.2 0.8
H 0.63378 1.87382 4.50453 1.7 -1.4 0.7
H 1.30068 0.74916 5.94352 0.0 0.6 -2.4
H 1.75394 -1.11320 4.34990 -0.4 1.8 -1.2
H 2.03994 0.00560 2.81333 -1.1 -0.1 2.1
H -0.94270 0.25413 3.97293 1.6 -1.0 -1.5
H -0.41170 -1.51525 3.52506 0.3 2.3 -0.2
H -1.08716 -0.92596 1.27624 1.6 1.6 0.9
H 0.70764 -0.36843 1.12827 -1.3 0.3 1.3
H 1.03369 2.05401 1.84730 -0.5 0.6 -0.5
H -0.05260 3.31868 1.34791 0.3 -1.3 0.4
H -0.90415 0.19354 -0.66310 0.0 2.0 0.0
H -2.15434 1.60254 -0.60132 2.5 -0.4 0.2
H 1.90130 2.69389 -0.75112 -1.4 -1.7 -1.0
H 1.48078 0.87172 -0.49038 -1.0 1.7 -1.1
H 3.08646 3.03290 -2.79519 0.4 -2.3 0.2
H 3.42337 1.41240 -3.81527 -1.2 1.0 2.2
H 3.99131 1.78502 -0.58264 0.0 -1.5 -2.2
H 5.19922 1.47600 -1.99680 -2.2 -0.6 0.6
H 3.15977 -0.59117 -1.95460 1.3 1.2 0.8
C -2.25043 5.24562 -0.76914 0.1 0.1 0.0
C -3.52093 4.66066 -0.17342 0.3 0.0 0.0
O -4.49579 5.64491 0.16270 -0.3 0.3 0.0
C -4.97766 6.45247 -0.90898 0.1 -0.2 0.2
C -5.64530 5.65316 -2.01512 0.0 -0.2 -0.1
H -1.79884 5.96601 -0.07612 -0.1 -0.1 -0.1
H -1.52474 4.45194 -0.97514 -0.1 0.0 0.1
H -2.44390 5.77179 -1.70594 0.0 0.0 -0.1
H -3.26567 4.14173 0.75597 -0.2 0.1 -0.1
H -3.95691 3.90769 -0.83647 0.0 0.0 -0.1
H -4.16901 7.07593 -1.30418 0.0 0.0 -0.1
H -5.71396 7.14059 -0.47716 0.2 -0.2 0.1
H -4.95375 4.95270 -2.48879 0.0 0.1 0.0
H -6.02861 6.32332 -2.79065 0.0 0.0 0.1
H -6.47991 5.06795 -1.61390 0.1 0.1 0.0
C -4.03158 -3.63496 -0.89615 0.1 -0.1 -0.1
C -4.33743 -2.26118 -0.32135 0.2 0.0 -0.1
O -3.80146 -1.19014 -1.09446 -0.1 0.0 -0.2
C -4.25668 -1.09061 -2.44195 0.1 0.0 0.3
C -5.75906 -0.89773 -2.55961 -0.2 0.0 0.1
H -2.94821 -3.77763 -0.99175 -0.2 0.0 0.1
H -4.43455 -4.41897 -0.24659 0.1 0.1 0.0
H -4.46669 -3.76794 -1.88857 -0.1 0.0 0.0
H -3.88427 -2.18818 0.67240 0.0 0.2 -0.2
H -5.41340 -2.12370 -0.17968 -0.1 -0.1 -0.1
H -3.92314 -1.96018 -3.01763 -0.1 -0.1 0.0
H -3.75382 -0.22026 -2.87980 0.1 -0.1 0.3
H -6.31407 -1.74186 -2.14409 0.0 0.0 -0.1
H -6.04775 -0.78983 -3.60961 0.0 0.0 0.1
H -6.07325 -0.00019 -2.01583 0.1 -0.1 -0.1
C 0.01507 -5.38700 1.24574 -0.1 0.0 -0.1
C -1.06933 -4.86056 2.17211 0.1 0.1 -0.1
O -2.38756 -5.21744 1.76347 -0.2 -0.2 0.0
C -2.67173 -6.61243 1.68534 0.1 0.3 0.1
C -2.50001 -7.33920 3.00841 0.0 0.0 0.2
H -0.14631 -5.02546 0.22279 0.1 0.0 0.2
H 1.00169 -5.05513 1.58551 -0.2 0.0 -0.1
H 0.02504 -6.47804 1.20810 0.1 0.0 0.0
H -1.02715 -3.76675 2.17516 -0.3 -0.1 0.0
H -0.89449 -5.17807 3.20425 0.0 -0.1 0.0
H -2.06876 -7.07636 0.89793 0.1 -0.1 0.0
H -3.71680 -6.70262 1.36624 0.2 0.2 0.0
H -1.47150 -7.28864 3.37290 0.0 -0.1 -0.1
H -2.76668 -8.39495 2.90002 0.0 0.1 0.0
H -3.14142 -6.89283 3.77611 0.1 -0.1 -0.1
C 4.72230 -3.00898 1.08876 -0.1 -0.1 0.1
C 5.16099 -1.55975 1.22484 -0.2 0.1 0.0
O 4.89488 -1.00438 2.51047 0.1 0.0 0.3
C 5.52320 -1.64278 3.61975 -0.1 0.2 -0.2
C 7.04028 -1.64111 3.53817 0.2 0.0 -0.1
H 3.65012 -3.10596 1.29900 0.2 0.1 -0.1
H 4.91718 -3.37327 0.07471 0.0 0.1 0.1
H 5.25143 -3.66239 1.78516 0.1 0.0 -0.1
H 4.60483 -0.95571 0.50093 0.1 0.0 0.3
H 6.21943 -1.44303 0.97429 0.1 -0.1 0.0
H 5.13454 -2.65937 3.73926 0.1 -0.1 0.0
H 5.21738 -1.08904 4.51527 -0.1 0.0 -0.3
H 7.40401 -2.18747 2.66499 0.0 0.0 0.1
H 7.46979 -2.10810 4.42976 -0.1 0.1 -0.1
H 7.41821 -0.61566 3.46316 -0.1 -0.1 0.0
C 4.15658 -6.70965 -2.30420 0.1 0.2 0.0
C 2.88608 -7.29460 -1.70848 0.0 0.2 0.0
O 1.91122 -6.31036 -1.37236 0.0 -0.1 0.1
C 1.42935 -5.50280 -2.44404 0.0 -0.1 0.1
C 0.76171 -6.30211 -3.55018 -0.1 -0.2 0.0
H 4.60817 -5.98926 -1.61118 -0.1 -0.2 -0.1
H 4.88228 -7.50333 -2.51020 -0.1 0.1 0.1
H 3.96311 -6.18347 -3.24100 0.0 -0.1 0.0
H 3.14134 -7.81353 -0.77909 -0.2 0.2 0.0
H 2.45010 -8.04758 -2.37153 0.0 0.0 -0.1
H 2.23800 -4.87933 -2.83924 0.0 0.0 -0.1
H 0.69305 -4.81468 -2.01222 0.2 -0.2 0.1
H 1.45326 -7.00257 -4.02385 0.0 0.1 -0.1
H 0.37840 -5.63195 -4.32571 0.0 -0.1 0.1
H -0.07290 -6.88731 -3.14897 0.1 0.1 0.0
C -4.82581 4.37397 3.77495 0.0 0.1 0.1
C -4.82962 2.86492 3.59062 0.2 0.1 0.0
O -5.45779 2.16383 4.66111 -0.3 -0.1 0.3
C -6.82996 2.46849 4.90026 0.4 -0.1 -0.1
C -7.72922 2.18087 3.70996 0.0 -0.1 -0.2
H -4.32642 4.64394 4.71351 0.0 -0.1 -0.2
H -4.30184 4.85872 2.94460 -0.1 -0.1 0.1
H -5.83743 4.78255 3.81473 0.0 0.1 -0.1
H -3.79352 2.51401 3.55103 -0.2 -0.2 0.1
H -5.28578 2.58543 2.63643 0.0 0.1 0.0
H -6.93319 3.50669 5.23236 -0.1 0.1 -0.1
H -7.14840 1.84279 5.74241 0.3 0.0 -0.1
H -7.46182 2.78422 2.83949 0.0 0.0 0.1
H -8.77249 2.39612 3.96047 0.1 0.0 0.0
H -7.64944 1.12872 3.41566 0.0 0.1 0.1
C 6.73936 6.31078 -6.38235 0.1 0.1 0.1
C 5.96449 5.00679 -6.48437 0.0 0.0 0.2
O 5.53515 4.50133 -5.22252 0.1 -0.1 0.0
C 4.66638 5.34069 -4.46518 -0.1 0.0 -0.1
C 3.36569 5.66580 -5.17982 -0.1 -0.1 -0.1
H 7.61696 6.18530 -5.73640 -0.1 0.0 -0.1
H 7.07430 6.63441 -7.37335 0.0 -0.1 0.1
H 6.13343 7.11305 -5.95680 0.0 0.0 -0.1
H 6.61698 4.24463 -6.92207 -0.1 -0.1 0.2
H 5.11127 5.10713 -7.16159 0.0 0.1 0.0
H 5.19149 6.25325 -4.16468 0.0 0.1 -0.1
H 4.43501 4.79982 -3.53996 0.2 -0.1 -0.3
H 3.53513 6.21380 -6.10946 0.0 0.1 0.1
H 2.72325 6.27900 -4.54050 0.1 -0.1 -0.1
H 2.82944 4.74549 -5.43572 0.1 0.1 0.1
```
Forces are in eV/Å.

The LUMO energy is 2.25 eV. The net charge is -1. For the orbital gap, the calculation gives 3.74 eV.